The following is a DFT calculation (ωB97M-V/def2-TZVPD) of a cluster of 8 separate species, C24H68N4O8 in total at a distorted geometry.

Computed properties:
max |F|: 0.021 Eh/bohr
total energy: -1776.06273 a.u.
HOMO energy: -9.031 eV
SMILES: COC[C@H](C)N.COC[C@H](C)N.COC[C@H](C)N.COC[C@H](C)N.CCO.CCO.CCO.CCO

Each line ends with the Löwdin charge.
Positions of all 104 atoms, in Å:
C (5.9038, -0.2191, 2.0954)  -0.116
O (5.0176, 0.8359, 2.3482)  -0.180
C (3.6704, 0.4546, 2.1604)  -0.227
C (2.7293, 1.4780, 2.7453)  -0.450
C (3.0171, 1.7226, 4.2082)  -0.058
N (1.3697, 0.9314, 2.5285)  0.060
H (5.8556, -0.5441, 1.0491)  0.075
H (5.7093, -1.0691, 2.7628)  0.092
H (6.9152, 0.1360, 2.2931)  0.088
H (3.4391, 0.2568, 1.1052)  0.117
H (3.4906, -0.4948, 2.6937)  0.128
H (2.8401, 2.4282, 2.1994)  0.128
H (2.2243, 2.3244, 4.6630)  0.067
H (3.9366, 2.3002, 4.2994)  0.080
H (3.1060, 0.7825, 4.7522)  0.086
H (0.7093, 1.5321, 3.0160)  0.048
H (1.1484, 1.0667, 1.5400)  0.035
C (-0.7048, -8.7481, -2.6092)  -0.114
O (-0.7549, -7.7567, -1.6089)  -0.198
C (0.1255, -6.6783, -1.8688)  -0.223
C (0.3349, -5.9145, -0.5824)  -0.439
C (1.3245, -4.7911, -0.8003)  -0.074
N (0.7852, -6.7671, 0.5283)  0.049
H (0.2946, -9.1981, -2.6612)  0.088
H (-0.9873, -8.3451, -3.5878)  0.088
H (-1.4131, -9.5260, -2.3297)  0.087
H (1.0866, -7.0677, -2.2406)  0.129
H (-0.3203, -6.0372, -2.6428)  0.131
H (-0.6192, -5.4718, -0.2814)  0.128
H (1.1739, -4.2880, -1.7624)  0.082
H (2.3603, -5.1449, -0.8262)  0.065
H (1.2689, -4.0202, -0.0327)  0.071
H (0.2550, -7.6348, 0.4987)  0.066
H (1.7412, -7.0641, 0.3338)  0.069
C (-3.2983, 3.3386, 4.4809)  -0.089
O (-2.5978, 3.3673, 3.2564)  -0.223
C (-1.3487, 4.0203, 3.3536)  -0.197
C (-0.7138, 4.0662, 1.9708)  -0.434
C (0.6495, 4.7047, 2.0504)  -0.047
N (-1.5437, 4.7937, 0.9921)  0.057
H (-2.7069, 2.8586, 5.2694)  0.095
H (-4.2168, 2.7710, 4.3491)  0.093
H (-3.5564, 4.3520, 4.8134)  0.093
H (-1.4753, 5.0563, 3.7089)  0.136
H (-0.7075, 3.4813, 4.0641)  0.128
H (-0.6393, 3.0341, 1.6109)  0.123
H (1.1194, 4.6820, 1.0657)  0.079
H (1.2983, 4.1401, 2.7211)  0.068
H (0.5621, 5.7452, 2.3655)  0.086
H (-2.4784, 4.3932, 1.0035)  0.053
H (-1.6656, 5.7628, 1.2766)  0.092
C (-1.1346, 1.7969, -5.7215)  -0.100
O (-1.5598, 2.6689, -4.6945)  -0.177
C (-0.5726, 2.8728, -3.7264)  -0.239
C (-1.1790, 3.5086, -2.5031)  -0.425
C (-1.9276, 4.7979, -2.8380)  -0.049
N (-0.1110, 3.6806, -1.5086)  0.045
H (-1.1769, 0.7557, -5.3857)  0.088
H (-0.1103, 2.0329, -6.0321)  0.089
H (-1.7933, 1.9299, -6.5766)  0.087
H (-0.0725, 1.9393, -3.4232)  0.122
H (0.2307, 3.5229, -4.1198)  0.136
H (-1.8996, 2.8073, -2.0678)  0.116
H (-2.7869, 4.5806, -3.4763)  0.077
H (-1.2873, 5.4789, -3.4057)  0.083
H (-2.2789, 5.2810, -1.9274)  0.065
H (0.6033, 4.3122, -1.8560)  0.096
H (-0.4928, 4.0898, -0.6531)  0.035
C (-4.5639, 2.9723, -0.2943)  -0.073
C (-3.5779, 1.8910, 0.1109)  -0.322
O (-3.7851, 1.4367, 1.4449)  -0.077
H (-4.5599, 3.8118, 0.4080)  0.069
H (-5.5887, 2.5928, -0.2740)  0.079
H (-4.3537, 3.3401, -1.3005)  0.068
H (-2.5492, 2.2686, 0.0139)  0.083
H (-3.6787, 1.0242, -0.5399)  0.102
H (-3.5578, 2.1684, 2.0327)  0.039
C (0.2567, -1.0013, -1.2515)  -0.090
C (-0.5967, 0.1759, -0.8716)  -0.294
O (0.1797, 1.2004, -0.2265)  -0.129
H (-0.2807, -1.6247, -1.9761)  0.078
H (0.5189, -1.6083, -0.3869)  0.064
H (1.1588, -0.7093, -1.7929)  0.070
H (-1.3600, -0.1107, -0.1434)  0.090
H (-1.1000, 0.6169, -1.7372)  0.102
H (0.0366, 2.0532, -0.6804)  0.014
C (-2.5504, -3.1183, 0.3292)  -0.087
C (-3.3824, -1.8834, 0.5694)  -0.328
O (-4.6976, -2.3067, 0.9666)  -0.080
H (-2.3764, -3.6146, 1.2856)  0.084
H (-1.5736, -2.8692, -0.0936)  0.048
H (-3.0203, -3.8245, -0.3547)  0.080
H (-3.4710, -1.2942, -0.3492)  0.096
H (-2.9482, -1.2862, 1.3727)  0.109
H (-5.0553, -1.6356, 1.5542)  0.074
C (3.8594, -2.1763, -0.7204)  -0.102
C (4.9092, -3.2227, -1.0297)  -0.301
O (5.5976, -2.9251, -2.2492)  -0.078
H (3.3046, -2.3873, 0.1992)  0.076
H (3.1024, -2.0773, -1.5025)  0.060
H (4.2982, -1.1849, -0.5971)  0.058
H (4.4255, -4.1970, -1.1153)  0.092
H (5.6689, -3.2223, -0.2506)  0.110
H (5.1463, -3.3650, -2.9731)  0.077

=====

The following is a DFT calculation (ωB97M-V/def2-TZVPD) of the molecule C22H21NO6S2 at a distorted geometry.

Computed properties:
max |F|: 0.025 Eh/bohr
total energy: -2153.60251 a.u.
HOMO energy: -8.570 eV
SMILES: CCOC(=O)c1c(N2C(=O)C[C@@H](Sc3ccccc3C(=O)O)C2=O)sc2c1CCCC2

Each line ends with the Löwdin charge.
Positions of all 52 atoms, in Å:
C (-3.8282, 2.7933, -2.5639)  -0.053
C (-4.0655, 1.4287, -1.9328)  -0.202
O (-3.0888, 1.1382, -0.9329)  -0.015
C (-3.2551, 1.7331, 0.2613)  -0.411
O (-4.2112, 2.4152, 0.5351)  0.127
C (-2.1540, 1.4221, 1.1887)  -0.067
C (-0.9810, 0.8087, 0.8248)  -0.412
N (-0.5773, 0.4160, -0.4525)  0.029
C (-0.3643, 1.3106, -1.4955)  -0.424
O (-0.4805, 2.4998, -1.4118)  0.136
C (0.0796, 0.5018, -2.6961)  -0.069
C (0.0138, -0.9506, -2.2471)  -0.420
S (1.4660, -2.0318, -2.6488)  1.106
C (2.6567, -1.6547, -1.4179)  -0.398
C (2.6046, -0.5386, -0.5886)  -0.071
C (3.5515, -0.3473, 0.3980)  -0.057
C (4.5898, -1.2514, 0.5749)  -0.066
C (4.6869, -2.3387, -0.2666)  -0.007
C (3.7367, -2.5436, -1.2647)  -0.151
C (3.8381, -3.6655, -2.1970)  -0.505
O (3.1111, -3.7896, -3.1610)  0.001
O (4.8031, -4.5492, -1.9204)  0.120
C (-0.3277, -0.9160, -0.7776)  -0.465
O (-0.3957, -1.8276, -0.0046)  0.130
S (0.0877, 0.5720, 2.1600)  1.159
C (-1.0602, 1.3058, 3.2345)  -0.458
C (-2.1833, 1.7168, 2.5877)  -0.191
C (-3.3158, 2.3724, 3.3106)  -0.134
C (-2.8800, 2.8360, 4.6994)  -0.188
C (-2.1141, 1.7293, 5.4192)  -0.194
C (-0.7971, 1.4501, 4.6936)  -0.200
H (-4.4957, 2.9260, -3.4105)  0.078
H (-2.7970, 2.8791, -2.8985)  0.070
H (-4.0200, 3.5757, -1.8344)  0.078
H (-3.9590, 0.6257, -2.6659)  0.123
H (-5.0614, 1.3876, -1.4794)  0.123
H (1.0896, 0.8042, -2.9811)  0.129
H (-0.5717, 0.7164, -3.5436)  0.132
H (-0.7836, -1.4962, -2.7586)  0.120
H (1.8373, 0.2047, -0.7088)  0.092
H (3.4759, 0.5226, 1.0328)  0.107
H (5.3198, -1.0956, 1.3535)  0.105
H (5.4960, -3.0457, -0.1730)  0.119
H (4.7965, -5.2549, -2.5859)  0.137
H (-4.1382, 1.6556, 3.3935)  0.132
H (-3.6861, 3.2106, 2.7201)  0.115
H (-2.2365, 3.7129, 4.6050)  0.120
H (-3.7583, 3.1238, 5.2785)  0.111
H (-2.7204, 0.8218, 5.4336)  0.120
H (-1.9090, 2.0168, 6.4514)  0.110
H (-0.1005, 2.2789, 4.8583)  0.120
H (-0.3246, 0.5455, 5.0825)  0.112

=====

The following is a DFT calculation (ωB97M-V/def2-TZVPD) of a structure of composition C34H47N5O3SSe2W at a distorted geometry.

Computed properties:
max |F|: 0.094 Eh/bohr
spin multiplicity: 3
total energy: -7090.75345 a.u.
HOMO energy (alpha / beta): -11.394 / -11.394 eV
charge: +2
⟨S²⟩: 2.14

Each line ends with the Löwdin charge.
Positions of all 93 atoms, in Å:
W (0.2495, -0.7138, 2.1171)  1.258
C (2.2773, 3.1775, 1.4657)  0.005
C (1.3031, 2.0540, 1.7241)  -0.283
N (1.5204, 0.7341, 1.4728)  -0.175
C (2.8992, 0.3610, 1.1010)  -0.203
C (3.0505, -1.0553, 0.7017)  -0.213
N (1.6849, -1.5576, 0.3665)  -0.172
C (1.7117, -2.9657, -0.0466)  -0.183
C (0.4255, -3.6249, 0.4103)  -0.222
N (-0.6017, -2.6201, 0.6920)  -0.157
C (-1.8457, -3.2080, 1.2639)  -0.160
C (-2.4152, -2.2687, 2.3260)  -0.179
N (-1.7759, -0.9306, 2.4908)  -0.137
C (-2.5495, -0.0095, 3.0770)  -0.288
C (-3.8926, -0.1762, 3.6335)  -0.010
C (-1.8718, 1.2600, 3.0917)  -0.227
C (-2.2078, 2.3676, 3.8790)  -0.002
C (-1.4054, 3.4894, 3.8907)  -0.026
C (-0.1863, 3.4106, 3.1767)  0.015
C (0.1101, 2.3344, 2.3662)  -0.280
N (-0.6643, 1.1754, 2.4401)  -0.079
H (2.7652, 3.0952, 0.4866)  0.097
H (3.0980, 3.3112, 2.1808)  0.109
H (1.6431, 4.0466, 1.5022)  0.072
H (3.5993, 0.5136, 1.9933)  0.162
H (3.2251, 0.9944, 0.3121)  0.110
H (3.5921, -1.7237, 1.4130)  0.131
H (3.6745, -1.1180, -0.2283)  0.149
H (1.4722, -0.9405, -0.4661)  0.165
H (2.6096, -3.5199, 0.4059)  0.155
H (1.8172, -3.1142, -1.1540)  0.148
H (0.5493, -4.2625, 1.3066)  0.123
H (0.1299, -4.3015, -0.4239)  0.142
H (-0.8152, -2.1140, -0.2253)  0.168
H (-1.6818, -4.2154, 1.7270)  0.138
H (-2.5894, -3.4059, 0.4381)  0.146
H (-2.3966, -2.7461, 3.3147)  0.111
H (-3.4881, -2.1275, 2.1022)  0.126
H (-4.0443, -1.2389, 3.9072)  0.087
H (-4.7429, 0.1574, 2.9733)  0.133
H (-3.9675, 0.4233, 4.5293)  0.080
H (-3.0790, 2.3399, 4.5175)  0.119
H (-1.7735, 4.4048, 4.4501)  0.147
H (0.5091, 4.2837, 3.1393)  0.138
O (2.2545, -1.8830, 6.9584)  -0.079
C (0.9613, -1.8607, 7.5703)  -0.214
C (-0.1411, -1.7252, 6.4907)  -0.561
C (-1.4833, -1.8834, 7.3028)  -0.164
O (-2.6371, -2.0072, 6.4063)  -0.062
C (0.0857, -2.8528, 5.5143)  -0.234
Se (1.2521, -2.0793, 3.8757)  0.656
C (-0.2747, -0.2642, 5.9521)  -0.450
Se (1.2333, 0.2574, 4.8230)  0.806
H (2.9174, -2.0044, 7.6209)  0.097
H (0.7591, -1.0538, 8.2609)  0.131
H (0.7574, -2.7519, 8.1330)  0.123
H (-1.6019, -1.0534, 8.0296)  0.143
H (-1.3298, -2.8347, 7.8967)  0.146
H (-3.3782, -1.8525, 6.9949)  0.095
H (-0.8190, -3.1675, 4.9896)  0.062
H (0.7940, -3.5784, 5.9774)  0.102
H (-0.2748, 0.5246, 6.7425)  0.099
H (-1.2510, -0.2440, 5.4213)  0.067
O (0.4803, 1.5898, -5.6607)  -0.567
S (-0.0162, 1.0988, -6.9949)  0.941
C (1.2280, 1.7716, -8.1804)  -0.315
C (2.4301, 0.9262, -8.2615)  -0.313
C (2.3485, -0.1776, -9.0953)  -0.055
C (3.4514, -0.9901, -9.1911)  -0.091
C (4.6150, -0.7185, -8.5064)  -0.083
C (4.6276, 0.2855, -7.5178)  -0.072
C (3.5351, 1.1367, -7.4199)  -0.038
C (-1.5856, 2.2076, -7.4507)  -0.229
C (-2.4618, 2.5557, -6.2408)  -0.244
C (-2.2241, 3.6403, -5.3191)  -0.013
C (-2.5608, 3.4394, -3.9820)  -0.079
C (-3.2695, 2.3088, -3.5631)  -0.102
C (-3.6778, 1.3758, -4.4928)  -0.092
C (-3.3616, 1.5385, -5.8438)  -0.050
H (1.4869, 2.7457, -7.8168)  0.092
H (0.6039, 1.8558, -9.1009)  0.106
H (1.3913, -0.3235, -9.6027)  0.122
H (3.4057, -1.8374, -9.8979)  0.118
H (5.4868, -1.3070, -8.7022)  0.098
H (5.5095, 0.3791, -6.8552)  0.112
H (3.5342, 1.9791, -6.7174)  0.120
H (-2.1188, 1.5965, -8.1864)  0.080
H (-1.1371, 3.0892, -7.9312)  0.082
H (-1.7331, 4.4923, -5.6791)  0.092
H (-2.2878, 4.1339, -3.2240)  0.090
H (-3.5961, 2.2289, -2.5469)  0.088
H (-4.2938, 0.5461, -4.2218)  0.092
H (-3.5560, 0.7717, -6.5993)  0.112

=====

Repeat the second record exactly.
The following is a DFT calculation (ωB97M-V/def2-TZVPD) of the molecule C22H21NO6S2 at a distorted geometry.

Computed properties:
max |F|: 0.025 Eh/bohr
total energy: -2153.60251 a.u.
HOMO energy: -8.570 eV
SMILES: CCOC(=O)c1c(N2C(=O)C[C@@H](Sc3ccccc3C(=O)O)C2=O)sc2c1CCCC2

Each line ends with the Löwdin charge.
Positions of all 52 atoms, in Å:
C (-3.8282, 2.7933, -2.5639)  -0.053
C (-4.0655, 1.4287, -1.9328)  -0.202
O (-3.0888, 1.1382, -0.9329)  -0.015
C (-3.2551, 1.7331, 0.2613)  -0.411
O (-4.2112, 2.4152, 0.5351)  0.127
C (-2.1540, 1.4221, 1.1887)  -0.067
C (-0.9810, 0.8087, 0.8248)  -0.412
N (-0.5773, 0.4160, -0.4525)  0.029
C (-0.3643, 1.3106, -1.4955)  -0.424
O (-0.4805, 2.4998, -1.4118)  0.136
C (0.0796, 0.5018, -2.6961)  -0.069
C (0.0138, -0.9506, -2.2471)  -0.420
S (1.4660, -2.0318, -2.6488)  1.106
C (2.6567, -1.6547, -1.4179)  -0.398
C (2.6046, -0.5386, -0.5886)  -0.071
C (3.5515, -0.3473, 0.3980)  -0.057
C (4.5898, -1.2514, 0.5749)  -0.066
C (4.6869, -2.3387, -0.2666)  -0.007
C (3.7367, -2.5436, -1.2647)  -0.151
C (3.8381, -3.6655, -2.1970)  -0.505
O (3.1111, -3.7896, -3.1610)  0.001
O (4.8031, -4.5492, -1.9204)  0.120
C (-0.3277, -0.9160, -0.7776)  -0.465
O (-0.3957, -1.8276, -0.0046)  0.130
S (0.0877, 0.5720, 2.1600)  1.159
C (-1.0602, 1.3058, 3.2345)  -0.458
C (-2.1833, 1.7168, 2.5877)  -0.191
C (-3.3158, 2.3724, 3.3106)  -0.134
C (-2.8800, 2.8360, 4.6994)  -0.188
C (-2.1141, 1.7293, 5.4192)  -0.194
C (-0.7971, 1.4501, 4.6936)  -0.200
H (-4.4957, 2.9260, -3.4105)  0.078
H (-2.7970, 2.8791, -2.8985)  0.070
H (-4.0200, 3.5757, -1.8344)  0.078
H (-3.9590, 0.6257, -2.6659)  0.123
H (-5.0614, 1.3876, -1.4794)  0.123
H (1.0896, 0.8042, -2.9811)  0.129
H (-0.5717, 0.7164, -3.5436)  0.132
H (-0.7836, -1.4962, -2.7586)  0.120
H (1.8373, 0.2047, -0.7088)  0.092
H (3.4759, 0.5226, 1.0328)  0.107
H (5.3198, -1.0956, 1.3535)  0.105
H (5.4960, -3.0457, -0.1730)  0.119
H (4.7965, -5.2549, -2.5859)  0.137
H (-4.1382, 1.6556, 3.3935)  0.132
H (-3.6861, 3.2106, 2.7201)  0.115
H (-2.2365, 3.7129, 4.6050)  0.120
H (-3.7583, 3.1238, 5.2785)  0.111
H (-2.7204, 0.8218, 5.4336)  0.120
H (-1.9090, 2.0168, 6.4514)  0.110
H (-0.1005, 2.2789, 4.8583)  0.120
H (-0.3246, 0.5455, 5.0825)  0.112